No. 1
Below is C33H27BrN6O2Zn as an isolated structure, with properties calculated with ωB97M-V with the def2-TZVPD basis set.

Each line ends with the Mulliken charge.
Positions of all 70 atoms, in Å:
H (-4.95, -2.65, 2.78)  0.4042
C (0.26, -2.14, -1.55)  0.5660
N (0.30, 2.32, 0.23)  0.7221
C (-1.51, 2.18, 5.01)  -0.8700
C (-2.75, -2.16, 0.29)  0.6190
H (-0.08, 3.51, -6.41)  0.3873
H (-2.84, -3.64, 1.83)  0.4423
C (0.65, -1.08, -2.42)  0.2758
C (2.75, 6.14, -2.28)  -0.9115
H (0.54, 1.38, 3.98)  0.2960
C (-1.89, 2.20, 1.21)  0.5332
C (3.63, 3.96, -1.70)  0.8565
C (2.55, 4.84, -1.82)  -0.1153
H (-2.72, 2.64, 0.65)  0.3023
C (-2.17, 2.40, 2.69)  0.2490
C (0.89, -3.38, -1.55)  -0.4335
H (1.90, 6.80, -2.36)  0.4021
C (3.52, 2.57, -1.23)  -0.9482
C (2.57, 2.05, -0.46)  0.3783
C (-3.38, 2.93, 3.11)  -0.5470
C (1.48, 2.79, 0.19)  -1.2496
C (-4.48, -2.22, 1.91)  -0.3533
H (4.16, 7.59, -2.99)  0.3781
H (1.74, 3.75, 0.65)  0.6626
H (3.18, -2.75, -3.94)  0.3798
C (-0.17, 0.56, -4.75)  -0.3030
N (-0.68, 3.01, 0.84)  -0.5639
C (-4.39, -0.60, 0.16)  -0.3959
C (-5.02, -1.11, 1.28)  -0.5361
C (-3.68, 3.08, 4.47)  -0.8425
N (-0.84, -1.83, -0.77)  1.1866
C (-2.74, 2.69, 5.41)  -0.4798
O (-0.01, 1.59, 3.22)  -0.3890
C (0.10, 3.27, -4.28)  -0.5944
H (6.08, 6.03, -2.83)  0.3804
C (5.09, 5.71, -2.54)  -0.5624
H (-0.34, 1.08, -6.81)  0.3733
H (-5.93, -0.65, 1.64)  0.4240
C (4.01, 6.58, -2.63)  -0.4227
C (1.94, -3.61, -2.40)  -0.7189
N (-3.27, -1.12, -0.34)  -0.2845
Zn (-0.95, 0.33, -0.66)  -0.2010
C (-0.20, 1.45, -5.80)  -0.6575
C (-0.06, 2.82, -5.58)  -0.5913
H (-4.11, 3.21, 2.37)  0.3601
C (0.14, 2.38, -3.22)  0.1746
H (2.07, -0.59, -3.96)  0.5349
H (-2.95, 2.80, 6.46)  0.3851
H (-0.30, -0.50, -4.93)  0.5239
H (5.74, 3.73, -2.03)  0.3771
N (-1.55, -2.72, -0.26)  -1.3090
H (0.54, -4.14, -0.87)  0.4656
O (-1.74, 0.87, 0.92)  -0.7913
H (-4.63, 3.48, 4.78)  0.3996
C (-1.22, 2.04, 3.66)  0.9859
Br (2.67, 0.20, -0.01)  -0.1214
H (4.33, 1.91, -1.54)  0.3722
H (0.21, 4.33, -4.09)  0.4115
H (0.27, 2.74, -2.21)  0.0417
C (-3.32, -2.77, 1.39)  -0.5691
H (-0.35, 3.63, 1.57)  0.3765
H (-0.77, 1.89, 5.74)  0.3148
C (0.02, 1.01, -3.43)  -0.1011
H (1.55, 4.51, -1.59)  0.5566
N (0.01, 0.13, -2.34)  0.1199
H (-4.79, 0.26, -0.36)  0.4032
H (2.46, -4.56, -2.40)  0.3937
C (2.35, -2.59, -3.27)  -0.7081
C (4.90, 4.41, -2.09)  -0.6471
C (1.72, -1.36, -3.29)  -0.1978

highest occupied orbital energy: -7.00 eV
ΔE to the lowest compared entry with this formula, charge and spin: 0.000 eV
charge: 0

No. 2
Below is C29H39N7O4SScSi as an isolated structure, with properties calculated with ωB97M-V with the def2-TZVPD basis set.

Each line ends with the Mulliken charge.
Positions of all 82 atoms, in Å:
H (3.83, 3.70, 4.50)  0.4273
S (-4.46, -0.19, -1.36)  -0.5108
C (1.44, 1.40, 3.83)  -0.1448
N (-1.86, 0.71, 0.67)  0.4473
H (-6.17, -4.47, -0.51)  0.4098
O (0.71, -0.37, 0.55)  0.8221
H (-2.24, 4.38, -2.16)  0.4164
C (-2.86, -3.78, -0.47)  -0.5605
N (0.60, -1.46, -3.82)  -0.0533
C (-0.41, 3.50, -2.93)  -0.9966
C (-2.93, -2.45, -0.78)  0.0933
H (-0.01, 4.75, -0.77)  0.2932
C (-4.19, -1.82, -0.99)  0.1901
H (-2.08, -1.94, -4.45)  0.4116
H (-1.84, -0.23, -4.77)  0.3306
H (-2.58, 0.26, 0.08)  -0.4965
C (1.28, -3.47, 2.97)  -0.3164
H (-2.03, -1.86, -0.90)  0.2955
H (-2.64, -0.72, -3.28)  -0.0666
H (4.52, -4.46, 1.14)  0.4277
C (3.43, 0.95, 2.56)  0.4529
C (-1.85, -0.98, -3.98)  -1.0436
O (2.92, -0.33, -0.31)  -0.9673
H (1.27, -5.48, 3.72)  0.4050
C (-0.56, 4.22, 0.00)  -1.2509
H (0.37, -3.21, 3.50)  0.3046
H (-1.21, 4.95, 0.47)  0.3127
C (3.11, -2.89, 1.52)  0.0286
H (-1.84, 2.31, 2.01)  0.2841
C (-1.66, 3.45, -2.06)  -0.6918
N (-1.36, 3.15, -0.65)  1.0180
C (1.67, -0.27, -0.60)  1.6836
Si (1.19, -0.82, 2.09)  -0.3743
C (1.78, -4.76, 3.11)  -0.7224
C (-5.21, -3.96, -0.56)  -0.2030
C (3.61, -4.18, 1.65)  -0.7646
H (3.62, -2.17, 0.90)  0.3271
C (4.04, 2.06, 3.13)  -0.6850
H (0.43, 1.14, 4.13)  0.4424
H (-2.29, 2.64, -2.43)  0.3744
C (-2.48, 1.92, 1.22)  -0.7376
Sc (-0.05, 1.10, -0.75)  -1.0902
H (1.51, 3.10, 5.13)  0.4110
N (0.40, 2.28, -2.75)  -0.2822
H (5.05, 2.31, 2.86)  0.4534
H (-6.17, -2.20, -1.02)  0.2623
H (1.98, 3.13, -0.30)  0.1572
C (2.05, 2.51, 4.40)  -0.8043
H (-1.89, -4.23, -0.31)  0.5153
C (3.35, 2.84, 4.05)  -0.4177
C (1.93, -2.52, 2.19)  0.5019
H (-3.05, 3.85, 0.42)  0.3352
H (-1.63, 0.05, 1.41)  0.1414
N (1.31, 2.67, 0.31)  0.1283
H (3.58, -1.18, -1.51)  0.4218
H (-3.98, -5.62, -0.11)  0.4289
C (-2.64, 2.90, 0.08)  -1.1053
C (1.05, -0.89, -1.74)  0.0898
C (0.47, 3.67, 0.99)  -0.0163
O (3.18, -2.32, -4.32)  -0.6599
N (-5.27, -2.64, -0.87)  -0.0391
H (-3.34, 2.46, -0.63)  0.5079
C (-4.02, -4.57, -0.35)  -0.7830
H (0.21, 4.36, -2.70)  0.4096
H (-0.13, -0.88, 2.78)  -0.5167
H (0.74, -1.85, -4.74)  0.2872
H (-0.72, 3.62, -3.97)  0.4744
H (-0.01, 3.17, 1.83)  -0.0841
C (1.63, -1.37, -2.89)  -0.0418
H (0.17, 1.59, -3.47)  0.2160
H (1.38, 2.48, -2.89)  0.2273
O (3.91, -1.70, -2.31)  -0.5951
H (3.96, 0.37, 1.82)  0.3088
C (2.95, -5.11, 2.44)  -0.3837
C (2.11, 0.60, 2.89)  -0.0397
H (-3.46, 1.72, 1.66)  0.4948
N (-0.33, -0.64, -2.01)  0.5551
H (1.88, 2.16, 0.99)  -0.2156
C (-0.54, -1.03, -3.28)  -0.1878
H (3.35, -6.11, 2.54)  0.3928
H (1.05, 4.50, 1.40)  0.6011
C (2.98, -1.82, -3.24)  0.3290

highest occupied orbital energy: -8.34 eV
ΔE to the lowest compared entry with this formula, charge and spin: 1.486 eV
charge: +1

No. 3
Below is a 2-piece molecular cluster, C7H16N2O2 overall in a non-equilibrium geometry, with properties calculated with ωB97M-V with the def2-TZVPD basis set.

Each line ends with the Mulliken charge.
Positions of all 27 atoms, in Å:
H (1.26, 1.24, 2.90)  0.3577
C (0.30, 0.89, 2.45)  -0.7046
H (-0.25, 0.92, 3.52)  0.2044
H (1.94, -0.68, -2.96)  0.2990
O (2.23, -1.26, 0.01)  -0.5924
N (-0.71, 1.25, 0.32)  0.1781
H (0.66, 1.40, -1.10)  0.2133
O (-1.42, 0.04, -1.33)  -0.6298
C (-0.65, 1.86, 1.62)  -0.7174
C (-2.44, -0.52, 0.84)  -1.4104
H (0.53, -0.02, 1.78)  0.1310
H (-1.87, -0.46, 1.74)  0.3410
H (0.43, -3.02, -1.93)  0.1464
H (-1.62, 1.93, 2.22)  0.3479
H (-2.69, -1.41, 0.54)  0.4619
N (0.78, -2.79, -1.15)  -0.3826
H (3.23, -0.85, -2.28)  0.3755
H (-3.37, 0.11, 0.98)  0.2681
H (2.55, -2.35, -3.07)  0.3236
H (0.20, -3.15, -0.40)  0.2147
H (-0.14, 2.69, 1.78)  0.4640
H (-0.24, 3.08, -0.66)  0.3531
C (-1.50, 0.15, -0.12)  0.8563
H (-0.97, 2.21, -1.58)  0.3266
C (1.69, -1.72, -1.03)  0.8021
C (-0.25, 1.98, -0.78)  -1.0625
C (2.33, -1.52, -2.32)  -1.1650

SMILES string: CCN(C)C(C)=O.CC(N)=O
highest occupied orbital energy: -8.80 eV
ΔE to the lowest compared entry with this formula, charge and spin: 4.115 eV
charge: 0

No. 4
Below is a 2-piece molecular cluster, C2N4O3S overall in a non-equilibrium geometry, with properties calculated with ωB97M-V with the def2-TZVPD basis set.

Each line ends with the Mulliken spin population.
Positions of all 10 atoms, in Å:
N (0.89, -2.87, -0.98)  -0.0057
N (-0.21, -0.14, 0.82)  0.4585
O (1.35, 0.39, -0.88)  0.1236
N (-0.65, 0.98, -1.00)  0.4497
C (-0.75, 0.54, 1.77)  -0.0653
N (-1.44, 1.20, 2.42)  0.3845
O (-1.03, 0.34, -1.91)  0.2933
C (1.17, -2.06, -0.24)  0.0362
O (-0.68, 1.99, -0.47)  0.2238
S (1.35, -0.35, 0.47)  0.1013

highest occupied orbital energy (alpha / beta): -8.57 / -11.21 eV
⟨S²⟩: 2.027
charge: 0
multiplicity: 3

No. 5
Below is a 2-piece molecular cluster, C4H5BrO overall in a non-equilibrium geometry, with properties calculated with ωB97M-V with the def2-TZVPD basis set.

Each line ends with the Mulliken charge.
Positions of all 11 atoms, in Å:
H (-2.02, 0.76, -0.73)  0.2981
C (-1.37, 1.01, 0.09)  -1.1367
H (2.80, -1.63, -1.13)  0.4083
Br (3.74, 0.59, -0.10)  -0.0806
O (3.04, -1.85, 0.83)  -0.3450
H (-1.87, 0.56, 0.95)  0.2564
H (3.15, -1.11, 1.53)  0.3533
C (0.72, -0.50, -0.28)  -0.2028
C (2.87, -1.07, -0.23)  -0.0302
C (-0.13, 0.29, -0.01)  0.1812
H (-1.36, 2.08, -0.04)  0.2980

highest occupied orbital energy: -9.08 eV
ΔE to the lowest compared entry with this formula, charge and spin: 4.338 eV
charge: 0

no.,calculated total energy (eV)
1,-166154.039
2,-88740.564
3,-14589.900
4,-25001.146
5,-76313.661